No. 1
2 unconnected molecules or ions with the total composition C15H18 at a distorted geometry, computed with the ωB97M-V functional and the def2-TZVPD basis.

Output
- HOMO level: -8.923 eV
- ΔE to the lowest compared entry with this formula, charge and spin: 28.1 kcal per mole
- Net charge: 0
- Spin multiplicity: 1
- Orbital gap: 9.831 eV
- LUMO: 0.9073 eV

XYZ file:
```
33
C15H18 (the ωB97M-V functional and the def2-TZVPD basis)
C -3.59 2.32 -0.68
C 0.24 3.28 1.06
C 0.18 2.67 -0.19
C -0.89 3.43 1.82
C -1.10 2.48 -0.81
C -2.12 3.07 1.24
C -2.25 2.64 -0.07
H 1.22 3.69 1.28
H 1.06 2.35 -0.72
H -1.00 4.01 2.75
H -1.08 2.14 -1.84
H -3.03 3.24 1.82
H -3.70 1.38 -1.23
H -3.97 3.12 -1.36
H -4.29 2.20 0.17
C 1.88 -2.83 1.39
C 2.53 -1.54 1.97
C 1.48 -2.69 -0.07
C 1.46 -1.44 -0.65
C 1.09 -3.85 -0.76
C 0.79 -1.22 -1.91
C 0.49 -3.62 -1.96
C 0.23 -2.37 -2.47
H 2.50 -3.69 1.62
H 0.92 -3.01 1.90
H 3.32 -1.28 1.31
H 1.91 -0.49 -0.35
H 1.07 -4.77 -0.18
H 0.52 -0.21 -2.29
H -0.06 -4.43 -2.48
H -0.51 -2.13 -3.23
H 2.94 -1.67 2.99
H 1.74 -0.79 1.90
```



No. 2
2 unconnected molecules or ions with the total composition C15H18 at a distorted geometry, computed with the ωB97M-V functional and the def2-TZVPD basis.

Output
- HOMO level: -8.644 eV
- ΔE to the lowest compared entry with this formula, charge and spin: 54.5 kcal per mole
- Net charge: 0
- Spin multiplicity: 1
- Orbital gap: 9.519 eV
- LUMO: 0.8750 eV

XYZ file:
```
33
C15H18 (the ωB97M-V functional and the def2-TZVPD basis)
C 1.19 3.04 1.11
C 2.65 1.01 0.98
C 1.83 1.97 0.40
C 3.34 0.11 0.19
C 3.20 0.18 -1.21
C 1.60 1.98 -0.97
C 2.32 1.08 -1.75
H 2.71 1.00 2.01
H 3.91 -0.69 0.63
H 1.85 3.90 1.07
H 1.31 2.96 2.19
H 3.75 -0.44 -1.74
H 1.00 2.71 -1.37
H 2.36 1.11 -2.83
H 0.11 3.15 0.87
C -0.38 -0.73 0.47
C 0.38 -1.39 1.72
C -1.78 -1.10 0.05
C -2.43 -0.13 -0.81
C -2.41 -2.27 0.27
C -3.64 -0.43 -1.50
C -3.55 -2.76 -0.43
C -4.15 -1.79 -1.27
H -0.39 0.47 0.62
H 0.24 -0.87 -0.38
H 0.21 -2.55 1.54
H -1.86 0.76 -0.95
H -1.94 -2.86 0.99
H -4.00 0.30 -2.20
H -3.98 -3.73 -0.24
H -5.20 -1.83 -1.71
H 0.33 -0.93 2.69
H 1.43 -1.23 1.55
```



No. 3
A molecular structure, C15H18BF4IrN2O2S2Si at a distorted geometry, computed with the ωB97M-V functional and the def2-TZVPD basis.

Output
- HOMO level (alpha / beta): -11.366 / -11.406 eV
- Expectation value of S²: 0.979
- Net charge: +1
- Spin multiplicity: 2
- Orbital gap (alpha / beta): 3.653 / 3.986 eV
- LUMO (alpha / beta): -7.7128 / -7.4196 eV

XYZ file:
```
46
C15H18BF4IrN2O2S2Si (the ωB97M-V functional and the def2-TZVPD basis)
Ir 0.22 -0.23 1.43
O -2.44 -3.85 -0.11
C -3.29 -3.16 -0.83
C -4.30 -3.85 -1.51
C -5.21 -3.18 -2.29
C -5.17 -1.78 -2.39
C -4.20 -1.07 -1.72
C -3.24 -1.74 -0.95
C -2.19 -0.99 -0.27
O -1.24 -1.59 0.32
N -2.31 0.34 -0.30
N -1.41 1.05 0.33
C -1.60 2.35 0.29
S -2.97 2.96 -0.60
C -2.41 4.70 -0.52
C -1.70 4.90 0.80
S -0.57 3.48 1.07
H -1.77 -3.27 0.31
H -4.33 -4.92 -1.41
H -5.97 -3.73 -2.82
H -5.89 -1.27 -3.00
H -4.15 0.00 -1.79
H -3.29 5.33 -0.61
H -1.76 4.87 -1.37
H -2.40 4.94 1.64
H -1.11 5.81 0.79
C 5.86 -1.45 0.63
Si 4.85 -0.36 -0.58
C 4.85 -1.04 -2.36
C 5.51 1.45 -0.49
C 3.12 -0.21 0.09
C 1.99 -0.09 0.54
H 6.91 -1.49 0.33
H 5.47 -2.46 0.63
H 5.80 -1.06 1.64
H 5.86 -1.06 -2.77
H 4.25 -0.42 -3.02
H 4.46 -2.05 -2.41
H 6.54 1.50 -0.83
H 5.46 1.83 0.52
H 4.91 2.09 -1.13
F -1.03 0.73 5.51
B -0.21 -0.27 5.19
F 1.09 -0.05 5.29
F -0.64 -1.50 5.35
F -0.35 -0.14 3.37
```



No. 4
A molecular structure, C15H18BF6FeN4O7S3Se3Te at a distorted geometry, computed with the ωB97M-V functional and the def2-TZVPD basis.

Output
- HOMO level (alpha / beta): 0.235 / -1.456 eV
- ΔE to the lowest compared entry with this formula, charge and spin: 90.4 kcal per mole
- Expectation value of S²: 8.919
- Net charge: -2
- Spin multiplicity: 6
- Orbital gap (alpha / beta): 3.876 / 5.480 eV
- LUMO (alpha / beta): 4.1108 / 4.0249 eV

XYZ file:
```
59
C15H18BF6FeN4O7S3Se3Te (the ωB97M-V functional and the def2-TZVPD basis)
Fe 10.42 8.95 11.44
F 11.60 11.15 15.92
C 10.62 11.31 15.04
F 11.10 12.08 14.04
F 9.62 11.99 15.65
S 9.98 9.67 14.48
O 11.03 9.25 13.50
O 9.93 8.80 15.63
N 8.51 9.88 13.92
S 7.93 10.28 12.52
O 8.86 10.36 11.36
O 6.69 9.60 12.23
C 7.47 12.03 12.66
F 8.42 12.77 13.28
F 6.35 12.06 13.39
F 7.26 12.55 11.45
Se 13.18 8.22 11.26
Se 14.96 6.93 11.05
Te 12.60 4.32 11.16
Se 11.29 6.21 11.26
N 5.88 6.89 9.27
C 5.82 6.15 10.43
O 4.95 5.30 10.61
C 6.92 6.43 11.38
C 6.85 5.81 12.65
C 7.81 6.06 13.58
C 8.95 6.77 13.22
N 8.99 7.42 12.02
C 7.99 7.22 11.12
H 5.07 6.81 8.67
H 6.34 7.80 9.26
H 5.98 5.17 12.80
H 7.74 5.69 14.60
H 9.84 6.84 13.83
H 8.11 7.76 10.17
S 11.74 10.74 10.48
C 10.83 12.07 10.79
N 10.31 13.09 10.92
C 8.50 8.91 6.46
C 9.79 9.09 7.26
C 10.38 10.48 7.01
O 9.43 9.07 8.69
B 10.57 8.64 9.40
O 11.43 7.97 8.55
C 10.84 7.97 7.16
C 12.05 8.19 6.27
C 10.26 6.58 6.93
H 7.86 9.79 6.58
H 7.95 7.99 6.70
H 8.79 8.87 5.41
H 9.68 11.25 7.31
H 10.58 10.58 5.94
H 11.32 10.62 7.55
H 12.62 9.09 6.51
H 11.70 8.32 5.25
H 12.69 7.29 6.32
H 9.52 6.35 7.68
H 11.09 5.89 6.98
H 9.80 6.53 5.94
```



no.,M (g mol⁻¹)
1,198.3
2,198.3
3,629.6
4,1007.7